Entry from the OMol25 dataset: a 12-piece molecular cluster, C52H84N4O16 overall in a non-equilibrium geometry (the ωB97M-V functional and the def2-TZVPD basis).

Results
- net charge = 0
- F_max (eV Å⁻¹) = 3.6
- total energy (Eh) = -3454.6942
- highest occupied orbital energy (eV) = -9.45
- LUMO (hartree) = 0.0171
- orbital gap (eV) = 9.914
- SMILES = CCOC(C)=O.CCOC(C)=O.CCOC(C)=O.CCOC(C)=O.CCOC(C)=O.CCOC(C)=O.CCOC(C)=O.CCOC(C)=O.c1ccncc1.c1ccncc1.c1ccncc1.c1ccncc1
- energy above the lowest of the compared OMol25 structures with the same formula, charge and spin (kcal/mol) = 0.0

XYZ file:
```
156
Properties=species:S:1:pos:R:3:lowdin_charge:R:1
H -2.49792 -1.15220 -0.92750 0.11
C 1.14081 6.05427 2.10459 0.02
C 4.25746 4.65114 0.49043 -0.53
H -2.70809 -3.75134 4.86367 0.09
N -3.87171 -3.57181 1.28187 0.08
H 6.09357 -0.69846 -4.08790 0.06
H -4.69537 -0.36390 -5.64758 0.08
H -1.21039 1.16716 -7.75304 0.06
H 10.05463 -1.24548 -5.40297 0.08
O -1.32468 0.86986 0.68294 0.06
C 1.56040 -2.86170 2.69276 -0.09
C 1.98384 -0.54049 5.09732 -0.18
C -4.71146 -5.62317 0.25861 -0.06
O 0.79696 3.73693 1.97782 0.09
H 0.54642 6.84313 2.57829 0.09
C 3.45868 0.62295 3.74779 -0.09
H 1.68148 -1.26608 5.85060 0.09
H -4.97993 0.79551 -1.01598 0.08
C 0.36373 4.84890 1.88295 -0.54
H -1.12139 -6.61418 3.57664 0.10
H -1.42021 -2.10778 1.92073 0.08
N 0.05596 2.24669 -3.02250 0.08
H -1.04261 3.31806 0.50702 0.10
O 0.46669 -0.45317 0.86791 -0.02
H 0.58676 -3.29239 0.86536 0.11
H -3.41592 3.64247 -0.06033 0.02
H 1.40888 6.51977 1.12216 0.11
H 6.01022 5.23231 1.45516 0.08
C -2.28031 2.60816 -3.31970 -0.06
O 8.20739 -2.61564 -3.33811 0.08
H -5.68607 -0.46515 -4.17994 0.11
H -3.69610 4.60713 1.32829 0.09
H -1.99987 -0.02870 -6.74334 0.08
C -4.89943 -3.68152 2.13346 -0.15
O -3.54471 -2.33554 -4.26388 0.13
H -4.86949 -3.01700 2.97928 0.07
H 1.19153 1.45323 0.63132 0.08
O -0.61772 -5.46259 0.50911 0.08
H 4.13590 -0.91363 5.06901 0.11
H 4.46102 0.92032 3.35347 0.12
H 2.94926 -0.31163 -3.45380 0.06
H -4.04752 1.53875 4.79193 0.09
H 2.54168 2.18044 2.62839 0.09
O 0.07921 -4.59563 2.45401 -0.04
C -5.29824 0.31751 1.04223 -0.17
N 0.90128 0.13591 4.68664 0.09
H -2.57300 -0.70982 2.02046 0.08
H -1.15213 1.37252 -5.96495 0.05
H 1.04078 0.34772 -7.26271 0.11
H -5.69722 2.00684 4.69650 0.09
C -5.04454 1.11908 4.70841 0.02
H 0.70071 -2.20067 2.96407 0.07
C -0.82684 -0.16289 1.08707 -0.52
C -5.74864 -5.71821 1.20932 -0.07
C 2.02764 -0.82116 -3.67615 0.02
H 2.62706 -0.80046 -0.91898 0.07
C -0.59288 -2.42634 7.07352 -0.10
C 1.04682 -3.80650 1.70549 -0.22
H -2.73736 -2.62916 -1.89917 0.11
O 0.50827 -0.48203 -5.43138 -0.04
H -0.44186 -4.25869 5.88654 0.11
C -4.75883 1.24170 -0.04181 -0.07
H -2.82551 5.24599 -0.15921 0.09
C -2.39984 -1.59876 -1.91552 -0.19
H -1.90417 -7.16865 2.01881 0.09
H -4.73211 -0.62438 1.03619 0.10
C -1.66331 3.95833 1.14329 -0.23
H 1.77954 -4.54973 1.38274 0.13
H -6.69437 -4.74337 2.84456 0.11
H 2.24744 -2.16585 2.24307 0.07
C -0.69982 -5.42635 1.71501 -0.53
H -3.73823 -1.73334 5.16785 0.08
H 3.81077 4.70848 -2.34004 0.10
H 7.61927 0.84171 -1.98305 0.12
H -1.08379 -2.03111 -3.46351 0.07
C 10.21346 -1.68100 -4.42767 0.02
H 2.20972 4.28176 -3.00357 0.06
H 1.23754 -0.24754 -3.21970 0.03
C -1.24229 -1.20473 7.20703 -0.14
O -4.93789 1.02170 2.30228 -0.03
C 7.36096 -0.09071 -2.52215 -0.20
H 2.06875 5.87889 2.68650 0.11
H 0.66733 0.77991 -0.81292 0.09
H 10.91436 -1.07031 -3.85145 0.09
C -1.50917 -1.02484 2.11346 0.04
H -5.34465 2.11626 0.01070 0.06
O 8.58362 -0.28558 -3.31640 -0.07
C -1.21639 2.06846 -2.64373 -0.16
H 6.09235 1.07275 -3.91456 0.08
H 3.40897 3.05965 -2.71633 0.08
H -4.65669 -6.27973 -0.59137 0.10
C -1.55030 -6.30334 2.59550 0.02
C 2.96991 3.96937 -2.29749 -0.07
C -2.84535 -1.88873 5.71198 -0.14
H 1.96579 2.83997 -0.79557 0.07
C -0.75707 3.54091 -4.88716 -0.09
C -2.97857 4.40144 0.52378 -0.05
C -2.09862 3.31753 -4.53929 -0.06
C -1.12891 0.65556 -6.81712 -0.04
H -1.19946 -0.75797 3.11247 0.07
C -3.84685 -4.53216 0.30160 -0.14
O 3.64253 3.52893 0.01816 -0.02
H -0.28995 -2.00135 -1.92112 0.08
H 10.46703 -2.68531 -4.67888 0.07
C 1.81084 -0.74875 -5.20400 -0.53
H -1.91597 3.23668 1.92991 0.12
H 0.33050 -2.48007 7.64723 0.10
C -4.65355 -0.19177 -4.56477 0.03
H 4.94258 4.30734 2.54520 0.08
C 3.28737 -0.33306 4.71538 -0.08
O -0.94966 5.11914 1.59745 0.01
C 0.18537 -0.17406 -6.82307 -0.18
C 2.52043 3.72817 -0.92371 -0.21
C -2.22595 -3.11319 5.57259 -0.09
H 1.93794 -3.26457 3.64695 0.09
C 2.64710 0.00824 -0.17050 -0.04
O -3.34789 -0.78285 -2.65287 -0.05
H -0.55685 4.08706 -5.77896 0.09
H 1.91401 4.54616 -0.54364 0.11
C -5.20940 0.32332 3.44329 -0.52
H 5.26409 0.13050 -2.79518 0.06
H -5.34185 0.47824 5.51789 0.08
H 1.95877 -1.82539 -3.24192 0.10
O -5.62592 -0.81018 3.37167 0.06
H 3.24509 0.83034 -0.63729 0.08
H -0.87095 -0.47420 -2.81207 0.06
H -2.41727 -5.70325 2.89524 0.07
C -1.02673 -1.51806 -2.52925 -0.05
C -3.76781 -1.24876 -3.87825 -0.53
C -1.01543 -3.36145 6.14052 -0.07
H -0.90849 -0.46427 7.90702 0.10
H -6.51935 -6.41517 1.16174 0.08
H 5.91458 3.47056 1.37262 0.06
H -1.40363 1.43149 -1.79524 0.08
O 2.64114 -0.91779 -6.03726 0.12
H 0.13693 -1.08865 -7.40337 0.12
C 6.15241 0.11105 -3.42378 -0.06
H -2.90246 3.77359 -5.10604 0.11
H -6.35578 0.12532 0.96252 0.12
H 7.29348 -0.97487 -1.84221 0.13
H 1.36478 3.00583 -4.44543 0.10
C 1.25689 0.53671 0.07660 -0.18
H 0.41926 1.87847 3.51132 0.08
N -2.37487 -0.91488 6.51074 0.07
C 8.86369 -1.63737 -3.65889 -0.45
C 1.11302 1.18797 3.85336 -0.10
O 3.98519 5.76424 0.18400 0.11
H -3.29865 2.33009 -2.92025 0.11
C -5.85011 -4.71425 2.15044 -0.06
C 0.30836 2.91857 -4.19238 -0.12
H -4.40991 0.82763 -4.31175 0.05
H -3.71387 1.43471 0.03458 0.04
H 3.16255 -0.30481 0.77068 0.08
C 2.37988 1.36799 3.34313 -0.09
C 5.36724 4.36127 1.54251 0.03
H -3.02978 -4.46509 -0.40100 0.09
```